Record 1
Below is 2 unconnected molecules or ions with the total composition C3H5IN at a distorted geometry, with properties calculated with wB97M-V/def2-TZVPD.

Element x y z (Å)
I: -3.00 -0.02 0.05
N: 0.03 -0.89 -0.31
C: -0.79 0.22 0.35
C: 0.14 2.60 -0.38
C: -0.26 1.49 -0.09
H: 0.70 3.24 -1.02
H: 0.92 -0.44 -0.80
H: 0.47 -1.63 0.32
H: -0.49 -1.40 -1.17
H: -0.46 0.09 1.82

HOMO level in eV: -14.11
Net charge: +1
Electronic energy in hartree: -469.3364
Orbital gap in hartree: 0.34295
Spin multiplicity: 1
Energy relative to the best compared isomer or geometry (same formula, charge and spin) in kJ/mol: 162.6

These are the Mulliken partial charges, in e, on atoms 1 to 4: 0.297, -0.484, -0.332, -0.012

---

Record 2
Below is 2 unconnected molecules or ions with the total composition C4H12 at a distorted geometry, with properties calculated with wB97M-V/def2-TZVPD.

Element x y z (Å)
C: 1.82 -0.85 -0.64
C: -1.04 -0.06 1.22
C: -1.76 1.37 1.24
C: 0.88 -0.52 -1.82
H: 1.91 -1.87 -0.50
H: -1.01 -0.51 0.26
H: 1.16 -1.08 -2.65
H: -1.58 -0.85 1.93
H: -0.16 -0.66 -1.76
H: 0.03 0.06 1.63
H: 1.02 0.57 -1.78
H: 2.90 -0.49 -0.90
H: 1.43 -0.43 0.24
H: -2.11 1.77 2.17
H: -2.51 1.49 0.50
H: -0.97 2.04 0.85

HOMO level in eV: -11.34
SMILES: CC.CC
Electronic energy in hartree: -159.5426
Orbital gap in hartree: 0.45875
Spin multiplicity: 1
Energy relative to the best compared isomer or geometry (same formula, charge and spin) in kJ/mol: 111.2

These are the Mulliken partial charges, in e, on atoms 1 to 4: -0.689, -0.499, -0.925, -0.938

---

Record 3
Below is C3H5NO in the gas phase at a distorted geometry, with properties calculated with wB97M-V/def2-TZVPD.

Element x y z (Å)
O: -1.88 0.38 1.83
N: 0.83 0.87 0.22
C: 0.35 -0.08 -0.77
C: -1.30 -0.15 0.96
C: -0.70 -0.82 0.00
H: 1.14 -0.75 -1.15
H: 1.46 1.58 -0.15
H: 1.28 0.31 0.93
H: -1.09 -1.80 -0.26
H: -0.08 0.46 -1.62

HOMO level in eV: -8.68
SMILES: NCC=C=O
Electronic energy in hartree: -247.2628
Orbital gap in hartree: 0.35144
Spin multiplicity: 1
Energy relative to the best compared isomer or geometry (same formula, charge and spin) in kJ/mol: 116.7

These are the Mulliken partial charges, in e, on atoms 1 to 4: -0.397, -0.580, -0.269, 0.702

---

Record 4
Below is a molecular structure, C25H43BN6S2SbTa at a distorted geometry, with properties calculated with wB97M-V/def2-TZVPD.

Element x y z (Å)
Ta: -0.15 1.23 -0.03
Sb: -1.15 -2.66 0.21
S: -2.18 0.34 -0.27
S: -1.21 3.27 0.26
N: 1.45 2.36 -1.22
N: 0.81 1.24 -1.88
N: 2.86 -0.21 0.01
N: 0.79 0.97 1.77
N: 1.48 2.17 1.36
N: 3.35 1.08 -0.03
C: 1.29 3.08 2.37
C: 3.70 -2.52 0.07
C: -3.14 -2.82 1.13
C: -2.91 2.96 -0.07
C: -0.55 -0.60 -3.62
C: -0.40 0.84 -4.06
C: 4.73 1.03 0.03
C: -0.37 -1.20 3.43
C: -4.81 1.40 -0.38
C: 0.35 0.84 -5.42
C: 2.21 -2.83 0.04
C: -0.34 -4.42 1.08
C: 1.28 3.47 -2.02
C: 0.29 1.70 -3.05
C: -3.36 1.66 -0.25
C: 4.39 -3.15 1.25
C: 0.42 2.56 3.32
C: -1.90 -3.44 -1.71
C: 0.12 1.25 2.96
C: 3.90 -1.03 -0.03
C: 0.55 3.08 -3.14
C: -2.03 0.68 4.15
C: -3.82 4.16 -0.13
C: -0.57 0.27 3.84
C: 5.13 -0.29 0.01
B: 2.40 2.26 0.03
H: 4.08 -4.21 1.28
H: 5.27 1.97 -0.03
H: 0.63 -1.34 3.01
H: 4.13 -2.64 2.22
H: -5.01 0.30 -0.51
H: 0.29 3.76 -3.95
H: 1.88 3.99 2.36
H: -3.14 -2.41 2.15
H: -1.19 -0.72 -2.72
H: -2.62 0.89 3.21
H: -2.72 -2.77 -2.11
H: 0.14 -4.97 0.26
H: -4.81 3.84 -0.51
H: 4.16 -2.94 -0.82
H: 1.40 0.47 -5.33
H: 1.71 -2.38 -0.83
H: -0.21 0.23 -6.14
H: 5.49 -3.10 1.15
H: 6.16 -0.64 -0.09
H: -2.51 -0.20 4.67
H: 1.99 -3.92 0.00
H: -5.28 1.96 -1.23
H: 0.11 3.10 4.23
H: -2.28 -4.48 -1.63
H: 1.69 4.43 -1.71
H: 0.40 -1.05 -3.31
H: -0.48 -1.82 4.34
H: 0.44 -4.17 1.82
H: 3.02 3.26 0.17
H: -3.93 4.65 0.84
H: 0.03 0.44 4.74
H: -1.08 -1.53 2.66
H: -0.95 -1.24 -4.45
H: -1.03 -3.44 -2.39
H: -3.87 -2.25 0.54
H: 0.42 1.88 -5.84
H: -3.38 4.97 -0.81
H: -5.34 1.75 0.53
H: -1.14 -5.03 1.58
H: -3.42 -3.89 1.14
H: -2.08 1.58 4.76
H: 1.75 -2.42 0.96
H: -1.35 1.37 -4.15

HOMO level (spin up / spin down) in eV: -13.69 / -13.69
Net charge: +2
Electronic energy in hartree: -2424.8979
Orbital gap (spin up / spin down) in hartree: 0.19966 / 0.19969
Spin multiplicity: 1
Energy relative to the best compared isomer or geometry (same formula, charge and spin) in kJ/mol: 143.7

These are the Mulliken partial charges, in e, on atoms 1 to 4: 0.935, 1.020, -0.227, -0.275

---

Record 5
Below is a molecular structure, C29H38N2OP2PbSi at a distorted geometry, with properties calculated with wB97M-V/def2-TZVPD.

Element x y z (Å)
Pb: 0.88 -0.98 0.99
P: -2.43 -0.86 1.85
P: -0.15 1.96 2.38
Si: 3.71 -0.82 -0.46
O: -0.01 -2.77 4.40
N: 2.30 -1.83 -0.74
N: -2.61 2.18 -0.68
C: -2.66 0.87 -1.11
C: -1.16 3.40 1.78
C: 0.84 4.30 -1.32
C: 5.11 -1.74 -1.24
C: 0.11 -2.17 3.43
C: 1.62 -2.41 -1.76
C: -0.29 -3.68 -2.57
C: 1.49 2.79 2.46
C: -3.58 -0.10 -0.56
C: -0.38 0.84 -2.00
C: -3.29 -1.43 -2.57
C: 0.12 -3.47 -3.90
C: 0.43 -3.19 -1.52
C: 0.71 3.08 -1.96
C: -3.98 -1.15 -1.39
C: 2.03 -2.21 -3.11
C: -3.08 -0.70 3.56
C: 3.47 0.91 -1.12
C: -1.33 2.67 -0.69
C: 3.97 -0.68 1.40
C: -0.29 2.18 -1.56
C: -2.85 -2.62 1.56
C: -0.56 2.02 4.16
C: 1.30 -2.74 -4.14
C: -1.69 0.28 -1.99
C: -0.84 3.63 0.30
C: -2.10 -0.76 -2.85
C: -3.86 -0.10 0.95
C: 0.11 4.55 -0.14
H: 2.19 2.18 3.06
H: 1.54 5.04 -1.68
H: 1.35 2.80 -2.79
H: 0.37 -0.11 -0.38
H: -0.45 -3.89 -4.73
H: -4.02 -1.25 3.63
H: -0.31 3.01 4.56
H: 4.44 1.43 -1.06
H: -1.22 -4.24 -2.39
H: -2.18 -3.27 2.13
H: 0.13 -3.38 -0.47
H: -1.63 1.82 4.31
H: -2.22 3.13 1.87
H: -1.47 -1.01 -3.68
H: -4.86 -1.75 -1.11
H: -3.25 0.36 3.78
H: 0.36 0.44 -2.67
H: -4.78 -0.67 1.17
H: 2.73 1.51 -0.57
H: -3.96 0.95 1.28
H: 3.64 -1.58 1.94
H: 1.38 3.77 2.93
H: 0.29 5.45 0.46
H: -0.92 4.29 2.38
H: 5.06 -0.59 1.56
H: -3.63 -2.21 -3.24
H: 2.95 -1.60 -3.27
H: -3.89 -2.79 1.87
H: 1.64 -2.56 -5.17
H: -2.36 -1.11 4.28
H: 4.99 -2.81 -1.03
H: -2.75 -2.86 0.49
H: 6.06 -1.39 -0.82
H: 3.15 0.90 -2.18
H: 3.50 0.20 1.86
H: 0.03 1.25 4.69
H: 1.92 2.91 1.46
H: 5.11 -1.60 -2.33

HOMO level (spin up / spin down) in eV: -12.78 / -12.72
Net charge: +2
Electronic energy in hartree: -2476.9393
Orbital gap (spin up / spin down) in hartree: 0.12066 / 0.11726
Spin multiplicity: 1
Energy relative to the best compared isomer or geometry (same formula, charge and spin) in kJ/mol: 508.1

These are the Mulliken partial charges, in e, on atoms 1 to 4: 0.917, 0.661, 0.793, -0.261

---

Record 6
Below is 2 unconnected molecules or ions with the total composition C3H12N4O at a distorted geometry, with properties calculated with wB97M-V/def2-TZVPD.

Element x y z (Å)
O: -1.45 -0.18 1.95
N: 1.79 -0.82 0.82
N: 0.63 -0.77 1.41
N: -1.60 2.06 0.11
N: -0.92 1.22 -0.44
C: -0.69 1.11 -1.80
C: 2.00 -1.54 -0.47
C: -0.61 -0.71 1.01
H: 1.20 -1.21 -1.20
H: 1.94 -2.61 -0.33
H: -1.96 2.86 -0.39
H: -0.73 0.05 -2.12
H: -1.25 1.82 -2.34
H: 0.80 -0.50 2.44
H: -0.94 -1.14 0.06
H: -1.68 1.91 1.14
H: 0.35 1.29 -2.14
H: 2.52 -0.98 1.48
H: 2.93 -1.28 -1.02
H: -2.32 -0.59 1.82

HOMO level in eV: -17.18
Net charge: +2
Electronic energy in hartree: -414.9787
Orbital gap in hartree: 0.26601
Spin multiplicity: 1
Energy relative to the best compared isomer or geometry (same formula, charge and spin) in kJ/mol: 473.8

These are the Mulliken partial charges, in e, on atoms 1 to 4: -0.499, -0.441, 0.243, -0.226

---

Record 7
Below is 2 unconnected molecules or ions with the total composition C3H12N2O at a distorted geometry, with properties calculated with wB97M-V/def2-TZVPD.

Element x y z (Å)
O: 2.12 0.72 -2.65
N: 1.01 -1.54 1.56
N: -0.16 -0.04 -0.02
C: -2.46 0.87 0.50
C: -0.10 -1.33 0.63
C: -0.88 1.06 0.55
H: -0.69 1.95 -0.04
H: 1.88 -1.81 1.08
H: -1.02 -1.46 1.21
H: 2.25 1.04 -3.55
H: -2.85 1.29 -0.42
H: -0.08 -0.11 -1.01
H: -0.62 1.19 1.60
H: 0.02 -2.07 -0.16
H: -2.65 -0.18 0.68
H: 2.89 0.79 -2.12
H: 1.31 -0.60 1.85
H: -2.85 1.53 1.28

HOMO level in eV: -8.18
SMILES: CCNCN.O
Electronic energy in hartree: -306.2149
Orbital gap in hartree: 0.32895
Spin multiplicity: 1
Energy relative to the best compared isomer or geometry (same formula, charge and spin) in kJ/mol: 76.2

These are the Mulliken partial charges, in e, on atoms 1 to 4: -0.605, -0.688, -0.196, -0.915

---

Record 8
Below is a gas-phase ion, CH3N2O2 (charge +1) at a distorted geometry, with properties calculated with wB97M-V/def2-TZVPD.

Element x y z (Å)
O: 2.86 0.73 -0.10
O: 2.31 -0.35 0.19
N: -0.72 1.28 0.07
N: 1.05 -0.57 -0.13
C: -0.28 0.16 -0.10
H: -1.08 -0.54 -0.05
H: -0.37 2.24 0.13
H: 0.97 -1.57 0.18

HOMO level (spin up / spin down) in eV: -16.27 / -16.27
Net charge: +1
Electronic energy in hartree: -299.2985
Orbital gap (spin up / spin down) in hartree: 0.26041 / 0.26029
Spin multiplicity: 1
Energy relative to the best compared isomer or geometry (same formula, charge and spin) in kJ/mol: 656.6

These are the Mulliken partial charges, in e, on atoms 1 to 4: -0.107, 0.320, -0.235, 0.002